ORCA calculation (ωB97M-V with the def2-TZVPD basis set) on 8 unconnected molecules or ions with the total composition C5H25N2O8 in a non-equilibrium geometry.

Last column: Mulliken charge in e.
Geometry (Å):
O 3.737 2.849 0.957  -0.44
C 2.767 2.516 1.582  -0.16
C 1.579 1.913 0.876  -0.11
C 1.995 0.575 0.333  -0.90
C 1.119 -0.029 -0.709  0.29
C 1.434 -1.157 -1.320  -0.98
N 0.696 -1.744 -2.444  0.08
N 0.301 2.001 1.661  -0.41
H 2.730 2.382 2.677  0.35
H 1.297 2.502 -0.035  0.23
H 3.069 0.615 0.124  0.51
H 2.049 -0.231 1.114  0.29
H 0.191 0.496 -0.878  0.47
H 2.415 -1.599 -1.211  0.28
H 1.037 -2.635 -2.790  0.41
H -0.310 -1.770 -2.214  0.25
H 0.817 -1.067 -3.223  0.35
H 0.335 1.222 2.320  0.23
H 0.370 2.883 2.153  0.35
H 0.140 -2.133 2.015  0.39
H 1.568 -2.356 2.842  0.27
O 1.098 -2.377 2.021  -0.65
H 1.134 0.852 -4.179  0.29
H -0.360 1.419 -3.709  0.26
O 0.397 0.850 -3.547  -0.59
H -2.672 3.193 0.492  0.34
H -2.034 2.589 1.698  0.34
O -2.909 2.756 1.321  -0.74
H -3.003 1.024 1.096  0.39
H -3.831 -0.233 1.208  0.28
O -3.106 0.131 0.681  -0.67
H -1.913 -1.326 2.325  0.27
H -1.476 -1.129 0.903  0.38
O -1.431 -1.768 1.613  -0.67
H -1.461 -3.385 -0.563  0.29
H -0.323 -3.175 0.374  0.31
O -0.523 -3.157 -0.563  -0.55
H -2.310 -0.212 -0.922  0.23
H -2.589 -0.511 -2.414  0.29
O -2.028 -0.772 -1.667  -0.53

The charge is +1.



ORCA calculation (ωB97M-V with the def2-TZVPD basis set) on 9 unconnected molecules or ions with the total composition C5H26BF4O8 in a non-equilibrium geometry.

Last column: Mulliken charge in e.
Geometry (Å):
B 0.731 -0.839 0.238  0.30
F 0.899 -2.133 -0.178  -0.52
F -0.538 -0.437 -0.146  -0.08
F 0.897 -0.839 1.605  -0.30
F 1.643 0.067 -0.239  -0.36
C -1.829 -4.000 0.599  -0.55
O -2.443 -2.696 0.468  -0.57
H -1.434 -4.374 -0.346  0.25
H -1.022 -4.113 1.324  0.21
H -2.572 -4.709 0.964  0.29
H -1.800 -2.024 0.228  0.27
C 3.369 2.794 0.294  -0.67
O 2.276 2.317 0.999  -0.56
H 4.289 2.296 0.600  0.26
H 3.218 2.454 -0.731  0.24
H 3.436 3.881 0.253  0.27
H 2.046 1.436 0.696  0.56
C -3.389 1.701 -2.681  -0.79
O -2.222 1.272 -2.044  -0.39
H -4.110 0.905 -2.868  0.28
H -3.887 2.413 -2.023  0.29
H -3.168 2.315 -3.554  0.27
H -2.298 1.463 -1.106  0.26
C -1.696 2.286 1.556  -0.56
O -2.784 2.467 0.690  -0.55
H -1.508 1.253 1.849  0.23
H -0.771 2.525 1.030  0.19
H -1.796 2.917 2.439  0.35
H -3.592 2.061 1.012  0.29
C 2.306 -2.272 3.845  -0.57
O 2.833 -0.989 3.329  -0.58
H 3.062 -2.836 4.392  0.28
H 1.500 -2.103 4.559  0.24
H 1.926 -2.955 3.085  0.19
H 2.190 -0.619 2.720  0.50
O 1.069 1.720 -2.441  -0.57
H 1.295 2.645 -2.543  0.24
H 0.877 1.621 -1.508  0.26
O -0.779 -0.496 -3.358  -0.58
H -1.275 0.053 -2.750  0.37
H -1.347 -1.249 -3.521  0.27
O 1.986 -1.521 -2.543  -0.62
H 2.854 -1.920 -2.477  0.24
H 1.558 -1.742 -1.716  0.43

The charge is -1.



ORCA calculation (ωB97M-V with the def2-TZVPD basis set) on 7 unconnected molecules or ions with the total composition C5H26N2O6 in a non-equilibrium geometry.

Last column: Mulliken charge in e.
Geometry (Å):
C -2.076 -2.397 -1.782  -1.10
N -0.989 -1.413 -1.491  -0.05
C -1.057 -0.037 -2.063  -0.86
C 0.048 0.783 -1.344  -0.10
C -0.367 1.939 -0.368  0.49
C 0.554 3.163 -0.445  -1.52
N -0.329 1.379 1.032  -0.44
H -2.074 -3.285 -1.159  0.34
H -3.139 -2.006 -1.451  0.29
H -2.300 -2.588 -2.756  0.46
H -0.152 -1.915 -1.603  0.12
H -2.186 0.253 -1.857  0.31
H -1.106 0.025 -3.152  0.35
H 0.802 1.136 -2.012  0.43
H 0.582 0.026 -0.674  -0.03
H -1.508 2.094 -0.481  0.24
H 0.071 4.030 -0.282  0.47
H 0.651 3.403 -1.552  0.36
H 1.656 3.170 -0.182  0.27
H -0.777 1.862 1.713  0.19
H -0.717 0.304 0.967  -0.02
O -0.675 -1.677 1.585  -0.41
H -1.286 -1.771 0.819  0.17
H -1.064 -2.294 2.155  0.19
O 3.070 1.306 -3.099  -0.68
H 2.723 0.424 -3.337  0.31
H 3.661 1.200 -2.296  0.34
O 3.555 0.186 1.387  -0.60
H 3.765 -0.437 2.017  0.31
H 2.639 0.289 1.430  0.29
O -3.400 0.383 3.110  -0.62
H -2.859 1.095 3.607  0.33
H -3.329 0.332 2.236  0.27
O 1.975 -2.213 0.459  -0.58
H 1.536 -1.943 1.275  0.33
H 1.482 -2.869 0.129  0.23
O 1.354 -0.590 3.152  -0.58
H 0.683 -0.712 2.504  0.16
H 0.585 -0.636 3.810  0.33

The charge is 0. Its SMILES is CNCC[C@H](C)N.O.O.O.O.O.O.



ORCA calculation (ωB97M-V with the def2-TZVPD basis set) on 9 unconnected molecules or ions with the total composition C5H26O8 in a non-equilibrium geometry.

Last column: Mulliken charge in e.
Geometry (Å):
C 0.903 1.469 2.885  -1.32
C -0.077 1.834 2.061  1.11
C -0.886 3.107 2.191  -1.51
C -0.383 1.024 0.812  0.48
C 0.190 -0.373 0.772  -1.47
H 1.272 2.066 3.712  0.35
H 1.481 0.594 2.616  0.19
H -0.983 3.413 3.222  0.42
H -0.411 3.858 1.566  0.31
H -1.841 2.921 1.701  0.31
H -0.025 1.695 0.020  0.22
H -1.463 0.920 0.689  0.07
H 1.266 -0.389 0.672  0.35
H -0.141 -0.905 1.654  0.40
H -0.146 -0.858 -0.143  0.12
O -3.552 -0.762 1.561  -0.63
H -4.411 -0.994 1.185  0.30
H -3.016 -0.824 0.751  0.31
O 2.784 -1.728 1.768  -0.63
H 3.093 -2.559 1.400  0.27
H 2.337 -1.877 2.609  0.31
O 0.216 -1.679 3.977  -0.64
H 0.132 -0.828 4.428  0.31
H -0.649 -2.094 3.924  0.31
O 1.962 -0.044 -4.520  -0.62
H 2.186 -0.941 -4.243  0.30
H 2.673 0.491 -4.144  0.31
O -1.089 0.527 -4.130  -0.64
H -0.194 0.731 -3.812  0.35
H -0.988 -0.366 -4.471  0.28
O 0.186 -2.232 -3.459  -0.60
H 0.202 -2.249 -4.423  0.31
H -0.232 -2.996 -3.057  0.28
O -2.163 -0.410 -1.525  -0.55
H -1.476 -0.753 -2.117  0.27
H -2.517 0.313 -2.068  0.30
O 2.050 0.584 -1.639  -0.62
H 1.491 -0.200 -1.737  0.34
H 2.220 0.514 -0.689  0.33

The charge is 0. Its SMILES is C=C(C)CC.O.O.O.O.O.O.O.O.



ORCA calculation (ωB97M-V with the def2-TZVPD basis set) on 7 unconnected molecules or ions with the total composition C5H27N2O6 in a non-equilibrium geometry.

Last column: Mulliken charge in e.
Geometry (Å):
N 0.303 0.751 -0.826  0.23
C 0.503 1.916 0.178  -0.57
C -0.045 1.537 1.519  -0.70
N -1.207 0.604 1.473  -0.22
C -3.352 -0.210 0.603  -1.03
C -2.682 1.075 1.013  -0.05
C -3.368 1.578 2.220  -1.30
H 0.695 -0.037 -0.312  -0.15
H -0.636 0.676 -1.042  0.27
H 0.701 0.788 -1.744  0.37
H -0.219 2.664 -0.177  0.45
H 1.585 2.231 0.262  0.31
H -0.151 2.495 2.159  0.31
H 0.685 0.974 2.217  0.38
H -1.382 0.170 2.367  0.33
H -4.426 -0.068 0.942  0.36
H -3.086 -0.975 1.317  0.30
H -2.934 -0.346 -0.446  0.27
H -2.481 1.805 0.294  0.55
H -2.931 1.123 3.112  0.31
H -3.309 2.739 2.387  0.28
H -4.496 1.473 2.151  0.41
H 1.442 -1.276 -4.614  0.26
H 2.917 -1.549 -4.072  0.33
O 2.220 -0.958 -4.383  -0.61
H 2.539 2.057 -3.234  0.30
H 2.834 0.440 -3.362  0.33
O 2.550 1.150 -2.773  -0.64
H 4.104 -0.441 0.758  0.32
H 4.178 -0.968 -0.765  0.31
O 4.098 -1.252 0.278  -0.62
H 2.613 -1.991 2.285  0.27
H 1.355 -1.418 1.409  0.37
O 1.838 -1.526 2.282  -0.63
H 1.301 -2.796 0.024  0.33
H 1.644 -1.661 -1.066  0.20
O 0.897 -2.045 -0.497  -0.66
H -1.889 -3.568 -0.423  0.34
H -0.803 -2.412 -0.527  0.31
O -1.609 -2.748 -0.985  -0.63

The charge is +1.



ORCA calculation (ωB97M-V with the def2-TZVPD basis set) on 7 unconnected molecules or ions with the total composition C5H27N2O6S in a non-equilibrium geometry.

Last column: Mulliken charge in e.
Geometry (Å):
N -1.792 1.583 0.609  0.01
C -0.860 0.547 0.016  -0.26
C 0.563 1.003 0.375  -0.46
C 1.580 -0.115 0.188  -0.34
S 3.285 0.476 0.339  -0.17
C -1.121 0.439 -1.491  -0.85
N -1.202 -0.971 -1.913  -0.27
C -0.276 -1.273 -3.023  -0.94
H -1.507 2.497 0.163  0.35
H -2.758 1.376 0.364  0.40
H -1.728 1.622 1.646  0.40
H -1.067 -0.374 0.579  0.26
H 0.612 1.367 1.403  0.63
H 0.847 1.866 -0.229  0.06
H 1.427 -0.920 0.916  0.21
H 1.484 -0.596 -0.777  -0.08
H 3.306 0.821 1.620  0.15
H -2.061 0.971 -1.714  0.45
H -0.341 0.954 -2.054  0.33
H -2.147 -1.239 -2.149  0.25
H -0.545 -0.751 -3.940  0.36
H -0.304 -2.349 -3.217  0.33
H 0.760 -1.092 -2.750  0.30
H 3.054 -4.528 0.822  0.33
H 1.723 -3.748 0.840  0.41
O 2.464 -4.005 0.260  -0.65
H -0.358 -4.229 1.340  0.32
H -0.081 -2.953 0.467  0.31
O 0.080 -3.367 1.358  -0.82
H 1.994 3.887 -2.588  0.27
H 2.165 2.491 -1.992  0.30
O 1.490 3.140 -2.232  -0.63
H -1.032 0.028 3.278  0.40
H -1.398 1.296 4.106  0.31
O -1.102 1.018 3.240  -0.67
H -1.267 4.430 -1.201  0.31
H -0.085 3.446 -1.492  0.31
O -0.978 3.516 -1.080  -0.63
H -0.652 -2.323 2.587  0.40
H -1.078 -2.215 4.084  0.31
O -1.093 -1.727 3.242  -0.68

The charge is +1.



Looking at electronic energy for the records above, in order, we have -916.676435 -1232.559917 -766.895714 -807.984269 -767.298957 -1165.642290 a.u..
Looking at Kohn-Sham gap for the records above, in order, we have 9.81 9.72 8.95 8.96 9.09 9.54 eV.